Record 1
A structure of composition C37H29Br2N5NiO3PS3 at a distorted geometry. Source: OMol25; level of theory: ωB97M-V/def2-TZVPD.

Computed properties:
**Energy above the lowest of the compared OMol25 structures with the same formula, charge and spin**: 53.4 kJ/mol
**Total energy**: -10119.3706 Ha
**Total charge**: -1
**HOMO-LUMO gap (alpha / beta)**: 6.53 / 6.48 eV
**LUMO (alpha / beta)**: 1.6 / 1.6 eV
**2S+1**: 3

Structure (XYZ):
```
81
Properties=species:S:1:pos:R:3:forces:R:3:mulliken_spin:R:1
Ni 10.091746 12.220943 13.247235 -0.3 0.2 0.1 1.688
Br 5.504870 6.666267 11.452137 0.0 -0.2 0.0 0.000
C 6.504505 8.250347 11.727837 -0.5 0.2 -1.1 0.000
C 6.112422 9.416777 11.016593 -1.0 -0.8 -0.2 0.000
C 6.773569 10.567543 11.147342 1.5 2.0 -0.2 0.006
C 7.944324 10.702680 11.986945 -0.4 0.1 0.8 0.004
O 8.555211 11.816258 12.100650 -0.6 -0.5 -0.3 0.097
C 8.272622 9.528405 12.731795 0.7 -0.1 -0.1 -0.021
C 9.335257 9.416161 13.680404 -0.1 1.1 -0.7 -0.006
N 10.045430 10.392962 14.146626 0.4 -0.2 0.4 0.053
C 11.084151 10.186609 15.075298 -0.2 1.7 0.0 -0.009
C 11.294204 9.102989 15.873641 -1.0 -1.5 -0.4 0.001
C 12.344924 8.989434 16.782797 0.7 -0.1 1.0 0.003
C 13.224647 10.024710 16.986310 -0.6 0.2 -0.9 -0.004
C 13.046486 11.207783 16.218559 -1.3 -0.1 -0.4 0.011
C 13.892039 12.321593 16.305739 1.5 -0.2 0.6 -0.003
C 13.667836 13.458998 15.624289 -0.8 0.5 -0.8 0.005
C 12.547969 13.508847 14.789586 -0.9 -0.1 -0.5 -0.001
N 11.725785 12.511255 14.617792 -0.3 -1.5 0.5 0.052
C 11.931704 11.336323 15.321035 0.8 -0.1 -0.3 -0.002
C 7.621170 8.303141 12.468407 0.7 -0.4 1.2 0.001
H 5.258144 9.433584 10.337485 0.1 -0.4 0.3 0.000
H 6.518656 11.466308 10.569698 -0.1 -0.5 0.3 0.000
H 9.524641 8.405771 13.961537 0.3 -0.7 0.5 0.003
H 10.593010 8.255312 15.796252 0.4 0.4 0.0 0.000
H 12.437609 8.067782 17.380998 -0.1 0.5 -0.4 0.000
H 14.019079 10.017694 17.703622 0.3 -0.3 0.3 0.000
H 14.830843 12.260379 16.854628 -0.3 -0.2 0.3 0.000
H 14.278701 14.333255 15.624070 0.6 0.2 0.3 0.000
H 12.269244 14.366580 14.197394 0.3 0.4 0.0 -0.001
H 8.086843 7.444325 12.974898 -0.7 0.1 -0.3 0.000
S 6.538695 14.862339 11.563698 -1.6 0.0 0.8 0.000
P 8.394834 14.830926 11.073228 0.8 -0.1 -0.1 0.002
S 9.807974 14.623703 12.492916 0.7 -0.3 0.4 0.033
C 8.834233 16.439722 10.344269 -0.3 -0.5 -0.9 0.003
C 7.867376 17.396831 10.023394 0.5 -1.1 0.7 -0.001
C 8.271824 18.528518 9.371889 0.1 0.3 0.5 0.000
C 9.594464 18.726706 9.038245 0.9 1.3 -0.6 0.000
C 10.554403 17.814498 9.366942 -0.3 -1.3 0.3 0.000
C 10.146366 16.612885 9.957202 -0.3 1.9 -0.1 0.001
C 8.623906 13.637084 9.720211 1.7 0.5 0.8 -0.001
C 7.560486 13.357924 8.903451 0.6 -1.7 -1.0 0.000
C 7.763399 12.419976 7.879873 0.2 0.3 -0.2 0.000
C 9.033369 11.917059 7.592980 -1.7 0.7 0.7 0.000
C 10.082028 12.299027 8.391948 1.6 -0.3 -0.5 0.001
C 9.924691 13.106377 9.501185 -1.8 0.4 -1.1 0.006
H 6.864836 17.194689 10.385235 -0.1 0.3 -0.2 0.000
H 7.612815 19.344675 9.363965 -1.0 1.0 -0.7 0.000
H 9.986475 19.632097 8.547671 -0.8 -0.2 0.3 0.000
H 11.593184 18.040233 9.224797 0.4 -0.1 -0.3 0.000
H 10.859407 15.904603 10.220555 1.2 -1.2 0.4 0.002
H 6.582198 13.741852 9.058440 -0.5 0.4 0.3 0.000
H 6.934063 12.127044 7.258567 -0.2 0.0 -0.1 0.000
H 9.163788 11.264293 6.762711 0.2 -0.4 -0.5 0.000
H 11.055940 11.971201 8.007492 -0.1 0.1 0.8 0.000
H 10.747785 13.426260 10.093873 0.4 0.0 0.5 -0.004
S 8.416877 12.703336 15.585499 0.0 0.3 -0.1 0.013
C 8.373627 14.370145 15.481690 1.1 1.5 0.4 0.004
N 7.534097 15.146202 14.780505 0.5 0.4 -0.8 0.005
C 8.043545 16.545805 14.699158 -0.4 0.2 -0.6 0.002
C 9.331997 16.560327 15.529245 0.7 -0.1 -0.4 -0.001
N 9.306838 15.220522 16.127434 -1.4 -0.5 -0.5 0.002
H 7.189573 14.749298 13.888155 -0.2 0.2 0.6 0.000
H 7.277181 17.220721 15.063426 -0.1 0.1 0.3 0.001
H 8.276770 16.870533 13.657028 -0.4 -0.7 0.6 0.000
H 9.475791 17.400284 16.252270 -0.7 -0.8 -0.2 0.000
H 10.165032 16.682823 14.810962 -0.1 -0.4 0.3 0.000
H 10.150888 14.732690 16.287016 0.9 -0.3 0.4 0.000
Br 14.916874 13.997354 8.871027 0.4 0.7 0.0 0.000
C 14.007162 12.372366 8.915512 -0.6 -0.3 0.2 0.000
C 14.135629 11.489972 7.874108 -0.5 -1.4 0.4 -0.001
N 13.590897 10.250733 7.935841 0.8 0.8 -0.3 0.001
C 12.906597 9.920127 9.014358 -0.9 -0.3 1.1 -0.001
C 12.583297 10.795456 10.069384 0.7 0.9 -0.5 0.010
C 13.191096 12.063565 9.986981 -0.2 -0.8 0.8 0.002
C 11.618859 10.546013 11.261939 0.7 1.6 0.0 -0.010
O 11.200216 9.447478 11.544153 -0.1 -1.2 -0.3 -0.001
O 11.392680 11.654989 11.869545 0.4 -0.3 -0.3 0.058
H 14.746141 11.723632 7.027846 0.1 0.1 -0.5 0.000
H 12.572907 8.883601 9.098986 -0.1 0.2 -0.2 0.000
H 13.067647 12.732065 10.837126 -0.1 0.0 -0.4 -0.001
```
Forces are in eV/Å.

***

Record 2
A cluster of 2 separate species, C4H10OS in total at a distorted geometry. Source: OMol25; level of theory: ωB97M-V/def2-TZVPD.

Computed properties:
**Energy above the lowest of the compared OMol25 structures with the same formula, charge and spin**: 179.9 kJ/mol
**Total energy**: -631.7562 Ha
**Total charge**: 0
**HOMO-LUMO gap**: 10.35 eV
**LUMO**: 0.8 eV
**2S+1**: 1

Structure (XYZ):
```
16
Properties=species:S:1:pos:R:3:forces:R:3:nbo_charge:R:1
C 1.669906 -0.811162 0.967646 0.8 -1.4 0.4 -0.645
C 0.383730 1.844346 0.243563 1.2 0.3 3.0 -0.406
C 0.872468 -0.668799 -0.270576 0.2 0.4 -1.5 0.062
C 0.319720 0.717892 -0.447097 -0.5 1.1 -3.5 -0.206
O -0.225356 -1.582408 -0.356396 0.0 0.0 0.6 -0.705
S -3.044877 -0.680559 -0.991864 -0.8 0.9 -0.2 -0.291
H 1.256012 -0.335126 1.808362 -1.0 0.7 1.1 0.204
H 2.634714 -0.380347 0.874810 1.0 0.6 -0.4 0.218
H 1.849834 -1.839765 1.282108 -0.2 -0.2 -0.4 0.225
H 0.220744 2.913728 0.005345 -0.6 -1.2 -0.6 0.219
H 0.767072 1.808096 1.320997 -0.3 -0.2 -1.5 0.178
H -3.948513 -0.050669 -1.763251 0.0 -0.5 -0.4 0.148
H 1.548462 -0.820271 -1.241458 -1.5 -0.1 2.1 0.190
H -0.071551 0.787188 -1.520569 0.3 0.1 1.5 0.203
H -0.907411 -1.265772 0.277400 0.8 -0.4 -0.6 0.462
H -3.324960 0.363628 -0.189015 0.4 -0.3 0.4 0.143
```
Forces are in eV/Å.

***

Record 3
A structure of composition C36H48N8O2S at a distorted geometry. Source: OMol25; level of theory: ωB97M-V/def2-TZVPD.

Computed properties:
**Energy above the lowest of the compared OMol25 structures with the same formula, charge and spin**: 5878.2 kJ/mol
**Total energy**: -2384.9585 Ha
**Total charge**: 0
**HOMO-LUMO gap**: 6.32 eV
**LUMO**: 0.6 eV
**2S+1**: 1

Structure (XYZ):
```
95
Properties=species:S:1:pos:R:3:forces:R:3:mulliken_charge:R:1
C 0.868422 3.253782 2.463441 2.5 2.5 -0.8 -1.349
C 1.282881 2.668220 1.115017 2.2 -1.2 6.4 -0.385
C 1.779081 1.249919 1.428883 -1.4 1.3 1.7 0.361
S 1.070621 0.751374 3.098245 0.7 1.3 -1.0 1.992
O 2.043170 0.693008 4.157632 0.1 0.0 0.0 -0.991
O 0.135822 -0.374730 2.918614 2.4 0.2 4.5 -0.601
C 0.059221 2.298264 3.186697 3.6 0.9 -1.0 -0.051
H 0.319212 4.157097 2.197913 -0.2 0.3 0.6 0.450
H 1.765451 3.548424 3.008067 0.0 0.3 0.4 0.322
H 2.185749 3.044771 0.634263 -0.5 0.8 1.3 0.422
H 0.466910 2.882444 0.424805 0.8 -1.4 3.6 -1.079
H 2.862162 1.173105 1.524475 0.1 0.4 0.2 1.180
H 1.426528 0.511269 0.709026 -0.7 2.1 1.1 -2.829
H -0.057492 2.378490 4.267462 0.6 1.3 -0.3 0.666
H -0.828020 2.055417 2.601955 2.0 3.1 -1.0 0.006
N 0.069137 -2.349407 1.314183 -0.3 -8.6 6.8 0.809
C -0.171717 -3.683903 1.735863 0.3 3.1 2.8 -0.201
C 0.837927 -4.021730 2.554772 -0.8 -2.5 1.2 -1.111
C 1.744624 -3.004478 2.629198 1.6 1.9 -0.3 -1.294
C 1.278029 -1.951939 1.848500 0.8 -4.6 3.2 1.814
H -0.525456 -1.812757 0.698913 -0.8 -1.6 1.1 0.126
H -1.066134 -4.213313 1.442403 0.8 2.0 5.6 0.093
H 0.733211 -4.884328 3.196148 0.6 -0.2 -0.1 0.422
H 2.633089 -3.039842 3.242190 0.0 0.4 -0.1 0.519
H 1.482383 -0.895435 1.756716 0.8 -2.3 1.7 0.380
N 1.077154 1.198216 -1.235072 -1.4 5.4 -0.9 1.953
C 0.149408 2.113898 -0.852235 3.2 4.8 -6.0 -0.380
C 0.778195 3.350532 -0.930296 -0.6 1.5 -4.8 -0.532
C 2.121946 3.131825 -1.231146 -0.7 4.5 -1.0 -1.539
C 2.251587 1.882040 -1.554604 0.9 -0.7 -1.2 -0.247
H 0.912880 0.214857 -1.396673 0.4 1.3 -0.2 -0.134
H -0.897957 1.891960 -0.710177 3.0 3.9 0.1 0.012
H 0.443415 4.342120 -0.663704 -0.6 -0.1 0.3 0.474
H 2.898838 3.862958 -1.062957 0.2 0.1 -0.6 0.343
H 3.158193 1.355010 -1.812894 -0.4 4.0 -1.5 0.269
N -3.069458 0.449201 -5.047416 2.3 1.6 0.9 0.025
C -1.826895 1.108302 -4.914618 -0.8 0.4 1.2 -0.748
C -1.744866 1.578359 -3.597733 0.8 1.7 -3.9 0.325
C -2.886236 1.216520 -2.912541 -2.7 1.7 -1.7 -0.409
C -3.686531 0.625699 -3.837233 -1.8 -2.1 0.0 -1.276
H -3.336688 -0.146994 -5.817647 -0.1 0.2 0.3 0.247
H -1.044933 1.214593 -5.651943 -0.5 -0.3 -0.3 0.339
H -0.953007 2.232061 -3.263044 0.2 -0.2 0.2 0.657
H -3.074998 1.550054 -1.902831 -1.7 0.1 -0.8 0.636
H -4.656818 0.177304 -3.682693 0.0 0.1 0.0 0.425
N 2.409767 -0.640239 0.122687 2.7 -0.3 -2.8 0.737
C 2.947358 0.191393 -0.817894 5.0 -4.4 3.1 -0.468
C 2.563945 -0.218129 -2.060201 3.4 -3.3 -1.3 -1.017
C 1.598695 -1.156953 -1.874659 4.8 -0.1 3.8 1.568
C 1.420325 -1.292226 -0.507183 6.6 -2.9 -1.0 -0.041
H 2.448710 -0.430979 1.109997 1.7 -1.0 -1.8 0.945
H 3.760834 0.805444 -0.460691 0.1 -0.4 0.1 0.773
H 2.953832 0.130171 -3.005222 -0.1 -0.1 0.2 0.355
H 1.143700 -1.715000 -2.679618 2.8 2.8 2.3 -1.343
H 0.870550 -2.004374 0.090317 2.0 0.2 -2.5 0.109
N -1.618177 -3.194810 -0.015301 -3.7 0.6 -1.7 -0.223
C -1.028632 -2.172990 -0.806923 -2.9 -8.2 -0.1 -0.895
C 0.107191 -2.819403 -1.240693 -2.5 -2.1 0.2 1.897
C 0.118757 -4.158150 -0.868328 1.9 -0.2 -0.8 -1.582
C -0.850087 -4.314352 0.075855 -1.7 -1.4 -4.7 -0.408
H -2.451390 -3.063887 0.540321 0.1 0.0 -0.1 0.318
H -1.369654 -1.160825 -0.967038 -4.4 -3.8 -0.9 -0.098
H 0.741157 -2.336588 -1.969642 -1.2 -3.3 4.4 0.312
H 1.000749 -4.747883 -1.070042 -0.2 -0.4 0.2 0.414
H -1.155104 -5.124132 0.722081 -0.4 -1.8 -2.8 0.422
N -0.945168 0.477744 1.282168 -1.9 0.3 -5.2 0.505
C -1.714474 1.120173 0.356544 -3.5 -1.8 2.5 -1.333
C -1.348090 0.725556 -0.907982 -5.9 -5.3 1.3 -0.966
C -0.489451 -0.315301 -0.733265 0.6 4.9 1.1 0.352
C -0.178673 -0.445726 0.584347 -1.2 7.7 1.0 0.905
H -0.980935 0.577519 2.286598 -1.8 -2.1 -4.9 0.248
H -2.476218 1.821875 0.662739 0.1 0.3 0.0 0.576
H -1.874741 1.027383 -1.801252 2.2 -0.9 2.1 0.016
H -0.037337 -0.821340 -1.573457 -1.1 1.6 0.7 -0.992
H 0.554856 -1.059637 1.085795 -2.1 6.1 -1.9 -2.012
N -1.505157 0.761339 5.103202 1.4 -0.6 -1.3 -0.001
C -1.481847 1.336315 3.880753 -7.8 -2.2 2.1 1.378
C -2.410812 2.418499 3.944229 0.3 -0.2 0.0 -0.688
C -2.706400 2.686597 5.307978 1.4 -2.8 0.0 -0.756
C -2.096700 1.583109 5.946154 -1.3 2.4 3.1 -0.572
H -0.908972 -0.013932 5.355435 -0.1 0.1 0.0 0.293
H -0.914135 0.863229 3.093166 -3.0 0.0 6.5 -0.847
H -2.724229 3.048288 3.124757 0.3 0.0 -0.1 0.411
H -3.177729 3.503867 5.833628 -0.2 -0.1 -0.4 0.421
H -1.911698 1.450580 7.001908 -0.4 -0.1 0.1 0.389
N 0.756262 -0.423370 -3.906927 0.5 0.2 -3.3 0.229
C -0.399848 -0.734186 -3.317349 -2.3 -5.2 0.3 -0.282
C -0.394030 -2.205739 -3.138988 -4.3 2.9 -4.6 0.027
C 0.818685 -2.582135 -3.611221 0.5 -4.3 -6.6 -0.256
C 1.474558 -1.575097 -4.210602 0.0 2.5 -2.8 -0.863
H 0.952198 0.557887 -4.044166 0.6 -0.3 -0.3 0.446
H -1.133615 -0.039662 -2.935740 0.9 -1.0 -0.8 -0.398
H -1.132077 -2.935479 -2.840387 -0.2 0.8 -0.7 0.897
H 1.334992 -3.525764 -3.514418 -0.5 -0.3 -0.1 0.541
H 2.430220 -1.640918 -4.709389 0.0 0.6 0.3 0.445
```
Forces are in eV/Å.

***

Record 4
A structure of composition C30H24AlBBrN3O4S2. Source: OMol25; level of theory: ωB97M-V/def2-TZVPD.

Computed properties:
**Energy above the lowest of the compared OMol25 structures with the same formula, charge and spin**: 4.0 kJ/mol
**Total energy**: -5260.8243 Ha
**Total charge**: 0
**HOMO-LUMO gap**: 7.20 eV
**LUMO**: -0.8 eV
**2S+1**: 1

Structure (XYZ):
```
66
Properties=species:S:1:pos:R:3:forces:R:3:nbo_charge:R:1
Al -0.268446 -0.345814 -0.390585 -0.3 -0.2 -0.9 1.510
C 0.509492 -2.219486 2.005497 -0.1 0.0 -0.1 -0.684
C -0.159797 -2.982704 0.907117 0.1 0.1 -0.2 0.308
C -0.516923 -4.333344 1.061037 0.1 0.0 0.1 -0.268
C -1.121065 -4.996271 0.034526 0.0 -0.1 0.0 -0.082
C -1.411642 -4.333704 -1.174813 0.1 0.2 0.1 -0.106
C -2.034079 -4.973106 -2.266548 -0.1 -0.1 -0.1 -0.206
C -2.301485 -4.256044 -3.398096 0.0 0.0 -0.1 -0.183
C -1.974587 -2.890900 -3.483165 0.1 0.0 0.1 -0.212
C -1.353646 -2.229065 -2.445672 0.0 0.0 -0.1 -0.159
S -0.917484 -0.541747 -2.578377 0.0 0.1 0.1 -0.273
C -1.053728 -2.969839 -1.268262 0.0 -0.1 0.0 0.227
N -0.411715 -2.337935 -0.229648 -0.1 0.0 0.4 -0.622
H 0.835548 -2.870517 2.813121 0.0 0.0 0.0 0.238
H -0.174423 -1.472664 2.419057 0.0 0.0 0.0 0.265
H 1.370289 -1.663880 1.627704 0.0 0.0 0.0 0.256
H -0.294172 -4.828374 1.997077 0.0 0.0 0.0 0.229
H -1.384940 -6.044097 0.136865 0.0 0.1 0.0 0.223
H -2.296522 -6.021872 -2.193672 0.0 0.0 0.0 0.216
H -2.775546 -4.739696 -4.244759 0.0 0.0 0.1 0.221
H -2.205561 -2.332047 -4.382411 0.0 -0.1 0.0 0.229
N 0.719279 2.885011 1.589761 0.0 0.1 0.0 -0.803
C 1.774989 2.151935 2.019113 0.1 0.0 0.1 0.314
S 1.542712 0.886164 3.076617 0.1 -0.1 0.0 -0.288
N 2.967381 2.631198 1.567436 0.1 -0.2 -0.1 -0.605
C 4.184734 1.973927 1.253837 0.0 -0.1 0.1 0.236
C 4.485050 0.644417 1.540436 0.0 0.2 0.0 -0.288
C 5.668701 0.088735 1.065128 0.1 0.2 0.1 -0.183
C 6.570989 0.839464 0.328832 0.0 0.0 0.3 -0.238
C 6.288238 2.175505 0.077632 0.0 0.1 0.2 -0.204
C 5.109365 2.735699 0.536056 0.1 0.0 0.0 -0.258
H -0.188744 2.553982 1.875239 -0.1 0.0 0.0 0.427
H 0.786160 3.336591 0.689402 0.0 0.0 0.0 0.400
H 2.867805 3.480246 1.035226 0.0 0.1 -0.1 0.393
H 3.798097 0.050881 2.118766 -0.1 0.0 0.0 0.247
H 5.877038 -0.953637 1.275706 0.0 0.0 0.0 0.213
H 7.482657 0.389931 -0.046499 0.0 0.0 0.0 0.219
H 6.980436 2.777359 -0.498764 0.0 0.0 0.0 0.223
H 4.884481 3.775723 0.317601 0.0 -0.1 0.0 0.208
Br 7.117399 1.105213 -3.269426 0.0 0.0 0.0 0.056
C 5.677573 0.173697 -2.462073 -0.1 -0.1 -0.2 -0.065
C 5.801924 -1.183230 -2.210582 0.0 0.1 -0.1 -0.235
C 4.762978 -1.847954 -1.573600 0.0 0.0 0.0 -0.228
C 3.617329 -1.163616 -1.200661 0.0 -0.1 -0.1 -0.132
C 3.501911 0.192671 -1.475876 0.0 0.0 -0.2 -0.095
C 4.536923 0.869175 -2.111480 -0.1 -0.1 -0.1 -0.223
C 2.278289 0.971199 -1.108056 -0.2 0.2 0.1 0.804
O 2.197982 2.170078 -1.287898 0.0 -0.1 0.0 -0.629
O 1.324442 0.267648 -0.546474 0.5 -0.1 0.4 -0.926
H 6.698803 -1.709624 -2.507610 0.0 0.0 0.0 0.229
H 4.863432 -2.905219 -1.361199 0.0 0.0 0.0 0.218
H 2.813057 -1.677589 -0.691823 0.0 0.0 0.0 0.211
H 4.429540 1.926275 -2.308327 0.0 0.0 0.0 0.255
O -2.065899 1.266095 1.813426 0.1 0.1 0.1 -0.677
B -1.852365 0.345546 0.786753 -0.4 0.1 0.1 0.494
O -3.091961 -0.167780 0.374274 -0.1 0.0 0.1 -0.647
C -4.052712 0.463967 1.131556 0.2 0.1 0.0 0.207
C -5.423502 0.360031 1.065950 0.0 -0.1 -0.1 -0.231
C -6.154298 1.161789 1.940518 0.0 0.0 0.0 -0.218
C -5.524584 2.013642 2.843064 0.0 0.0 0.0 -0.215
C -4.135955 2.111413 2.898736 0.1 0.0 0.0 -0.265
C -3.428991 1.330225 2.013530 0.1 -0.1 -0.1 0.281
H -5.904843 -0.302725 0.358394 0.0 0.0 0.0 0.228
H -7.235964 1.130197 1.905736 0.0 0.0 0.0 0.217
H -6.125307 2.624838 3.505345 0.0 0.0 0.0 0.217
H -3.630445 2.768679 3.594533 0.0 0.0 0.0 0.230
```
Forces are in eV/Å.